Entry 1:
This record from the OMol25 dataset describes a 2-piece molecular cluster, C4H14NSi overall in a non-equilibrium geometry. The level of theory is wB97M-V/def2-TZVPD.

Its gap between HOMO and LUMO is 7.38 eV. As for the max |F|: 0.067 hartree/bohr. As for the relative energy (zero: lowest compared OMol25 entry of this formula, charge and spin): 52.8 kcal per mole.

```
! RIJCOSX wB97M-V def2-TZVPD def2/J DEFGRID3
* xyz 1 1
Si -0.813 -0.464 -0.229
N -2.206 2.197 0.431
C -1.048 1.515 0.008
C 2.750 -0.087 0.388
C -0.738 -1.298 -1.827
C -0.284 -1.415 1.352
H -0.932 -0.882 -2.783
H 0.640 -0.886 1.761
H -2.562 1.917 1.346
H 3.362 -0.622 -0.353
H -0.232 1.702 0.685
H 2.716 -0.687 1.311
H 1.757 0.030 0.018
H -2.832 2.477 -0.299
H 0.295 -1.636 -1.990
H 3.328 0.839 0.587
H -0.717 2.095 -1.013
H -1.385 -2.208 -1.904
H -1.028 -1.343 2.167
H -0.057 -2.461 1.166
*
```


Entry 2:
This record from the OMol25 dataset describes one molecule with the formula C4H9NO2. The level of theory is wB97M-V/def2-TZVPD.

Its gap between HOMO and LUMO is 10.75 eV. As for the max |F|: 0.008 hartree/bohr. As for the relative energy (zero: lowest compared OMol25 entry of this formula, charge and spin): 12.7 kcal per mole.

```
! RIJCOSX wB97M-V def2-TZVPD def2/J DEFGRID3
* xyz 0 1
O -0.019 0.401 1.423
O -1.725 -0.587 0.306
N -0.391 0.828 -0.799
C 0.985 1.223 -1.088
C -0.655 0.235 0.403
C -2.003 -1.306 1.505
C 1.999 0.118 -0.775
H 1.016 1.469 -2.154
H 1.573 -0.856 -1.043
H -2.854 -1.947 1.275
H -1.138 -1.907 1.799
H -0.919 0.455 -1.573
H -2.246 -0.619 2.319
H 2.920 0.257 -1.351
H 1.220 2.140 -0.537
H 2.236 0.096 0.291
*
```